{"formula": "C34H53BaF24NO17S4", "method": "wB97M-V/def2-TZVPD", "symbols": ["C", "H", "H", "F", "F", "O", "H", "H", "C", "H", "S", "C", "F", "F", "C", "C", "H", "H", "H", "H", "F", "H", "O", "C", "F", "H", "C", "H", "C", "C", "H", "O", "H", "H", "H", "C", "H", "H", "C", "H", "H", "H", "H", "H", "C", "O", "C", "C", "H", "C", "H", "O", "H", "H", "F", "O", "H", "H", "C", "C", "F", "C", "H", "C", "H", "H", "S", "C", "H", "O", "H", "O", "C", "H", "H", "F", "S", "F", "O", "F", "F", "F", "H", "H", "H", "H", "F", "H", "C", "C", "F", "C", "C", "F", "C", "N", "H", "F", "O", "H", "C", "F", "C", "O", "O", "O", "C", "C", "H", "H", "C", "H", "H", "O", "O", "F", "S", "F", "O", "H", "C", "F", "C", "Ba", "H", "O", "H", "H", "H", "C", "F", "F", "H", "F"], "positions_angstrom": [[3.4380, -0.2788, 1.7286], [1.9566, -0.3483, -2.6380], [-3.3071, 0.6254, -3.1395], [6.1553, -3.3313, -2.8634], [-2.3702, 0.1212, -5.4331], [-0.4350, 4.2148, -0.5039], [2.8881, -1.5524, 6.0531], [8.2583, -2.0633, -2.7375], [-1.2997, 2.3821, 5.2006], [1.6170, -4.1263, -4.3572], [3.4835, -2.0515, 2.0883], [1.4145, 3.4549, 3.8739], [2.7775, 4.0530, -1.9940], [0.5483, 5.7174, -1.8413], [-6.5496, -1.5763, 0.7496], [7.5901, -1.5410, -3.4221], [2.9229, -0.1540, 0.7762], [-1.1422, 1.6251, 1.6497], [-1.4470, 1.8341, -6.9298], [4.6754, -2.8074, -4.9072], [3.3305, 0.7117, -1.7451], [3.2340, 2.6839, 2.9628], [-0.7524, -3.2703, 4.0383], [-7.3739, -2.5697, -0.0660], [-3.7752, 5.4056, -0.2336], [2.8105, 0.0281, 5.2093], [3.7366, -0.1413, -3.9414], [-6.2507, -0.7638, 0.0873], [-2.6485, 4.9866, 0.3422], [-1.7688, 4.6923, -0.8773], [2.7862, 0.1376, 2.4966], [0.5033, 1.8468, 7.2176], [-1.9975, -0.7316, 4.6333], [1.8964, 2.7962, -0.7459], [-5.2251, 0.4992, 2.0688], [-0.5306, -5.8360, -1.6759], [3.3767, -4.3038, -1.9213], [0.8903, -1.2726, 4.2487], [-2.3085, -1.4568, 5.3853], [-4.0315, -0.0124, 0.8091], [3.5000, 3.9246, 4.2180], [-2.5131, 1.8127, -2.2583], [-1.3649, 3.1991, 4.4820], [2.0688, -0.1753, 6.7667], [-0.6844, 1.4999, -6.2264], [4.3907, -1.3720, -3.4908], [-0.2602, -6.5439, -2.8431], [0.6918, -3.9509, -2.4714], [-1.1314, -6.2950, -0.9047], [-0.7152, 0.3691, -0.1461], [-1.6890, 5.5747, -1.5123], [-3.1099, -2.3815, 2.4060], [0.2444, -0.1115, 5.3679], [-2.3038, 3.8837, -1.3753], [6.9912, -3.4183, -4.7308], [-1.5028, -3.8520, 6.3561], [-8.3869, -2.1677, -0.0491], [1.0712, -2.9770, -2.1995], [-0.4413, 0.8342, 1.3826], [-5.0255, 1.9861, -4.6890], [-0.7716, 0.4107, -4.0022], [3.6443, -2.7199, -0.4510], [4.3575, -4.8550, -0.6257], [2.8707, 3.6226, 3.3809], [4.4721, 0.0594, 1.7947], [0.6459, -6.5836, -4.6726], [-4.4532, -1.6999, 2.4483], [-3.0072, 1.6703, -3.2194], [2.6858, -2.2015, -0.4241], [-0.5220, -0.0482, 2.4898], [-7.0958, -1.1280, 1.5795], [-2.2139, 2.0088, -4.3800], [-4.2610, 0.0295, 1.8739], [5.4075, -1.2166, -5.2544], [-7.0128, -2.5134, -1.0929], [-3.3226, 2.7564, 0.8722], [-1.0514, -2.8548, 5.4159], [2.0250, 1.4104, -3.2610], [0.1581, 4.2562, 6.5095], [3.0688, -0.4523, -5.0203], [0.1854, 0.6179, -6.7848], [-6.1577, 2.6671, -4.9232], [1.0698, 4.4378, 4.1952], [0.5665, 1.2458, 1.3274], [-1.8004, 0.2712, -0.1773], [-0.5393, 1.1675, -0.8670], [-2.0802, 5.9929, 1.0397], [2.6498, -4.6500, -0.3657], [6.5421, -2.5742, -3.8562], [-4.3574, 2.4613, -3.3693], [-5.2414, 0.7149, -4.6710], [1.9478, 3.8653, -0.9519], [3.5171, -4.1967, -0.8457], [0.1328, 3.7644, -2.5782], [2.2653, -0.6875, 5.8248], [-0.0552, -4.5288, -1.5000], [-3.4704, 0.4656, 2.4846], [8.1718, -0.9705, -4.4899], [1.4088, 2.6344, 5.0156], [-1.9942, 3.6281, 2.0082], [5.2126, -1.9599, -4.4814], [7.2138, -0.6046, -2.6356], [0.8745, -0.9986, 5.3036], [-5.2590, -1.7053, 3.6999], [0.2550, -2.0264, 6.0684], [4.3845, -2.6134, 0.7388], [2.7520, 0.3535, -2.8888], [0.4834, -5.9648, -3.8025], [-2.2638, -1.1133, 6.4189], [-4.3220, 2.2054, -5.4923], [-1.5029, 0.9532, -4.9642], [3.0521, 4.4124, 2.6519], [-7.3376, -3.5807, 0.3399], [4.2349, -2.2537, 3.3577], [-0.0509, -0.7767, -0.6329], [4.6234, 0.7879, -4.2215], [0.2061, 2.8346, 6.1640], [-5.1580, 2.2523, -2.3591], [-5.4018, -2.3159, 1.1904], [-3.2730, -1.9003, 5.1383], [1.0282, -4.6787, -3.6398], [-3.8194, 4.1671, 2.3749], [-2.8682, 3.8771, 1.4064], [-0.5959, -2.7784, 1.2437], [-1.0162, 1.4382, 4.7348], [2.1399, -2.6019, 1.9938], [4.1738, -2.2265, -1.2660], [-0.5703, -7.5611, -3.0316], [-2.0378, 2.3533, 6.0021], [0.6050, 4.3790, -1.5095], [-4.0915, 3.8311, -3.4063], [-0.0519, 2.6533, -5.9392], [0.8094, 3.0016, 3.0888], [2.2806, 4.4165, 0.1498]], "multiplicity": 2, "lumo_energy_ha": [-0.097, -0.206], "total_charge": 1, "gap_ev": [10.05, 6.24], "homo_ev": [-12.7, -11.8], "total_energy_ha": -6675.822403}



{"formula": "C34H53Cl14F15O10", "method": "wB97M-V/def2-TZVPD", "symbols": ["H", "H", "H", "Cl", "H", "H", "O", "C", "O", "H", "H", "C", "H", "F", "C", "C", "H", "F", "H", "F", "H", "C", "C", "C", "Cl", "H", "F", "H", "H", "Cl", "H", "O", "H", "H", "H", "F", "C", "H", "H", "H", "H", "C", "O", "C", "C", "H", "Cl", "F", "Cl", "O", "H", "F", "C", "O", "H", "H", "H", "C", "H", "H", "H", "Cl", "H", "H", "F", "H", "O", "C", "F", "C", "O", "C", "H", "Cl", "H", "H", "O", "H", "C", "F", "C", "C", "H", "C", "Cl", "C", "C", "C", "H", "F", "C", "C", "C", "Cl", "H", "H", "F", "H", "Cl", "Cl", "H", "F", "Cl", "H", "C", "H", "H", "O", "C", "Cl", "F", "F", "C", "H", "H", "H", "H", "H", "H", "Cl", "C", "C", "C", "C", "C", "H"], "positions_angstrom": [[5.0771, -2.5439, 3.2450], [-4.0651, -1.5965, -7.7736], [2.1802, -3.7768, 2.7768], [-4.8900, 4.5493, -1.1743], [-6.6455, 1.5960, 3.3215], [-0.1767, 4.9935, 0.1876], [-2.3877, -6.0089, -0.3465], [2.1671, -4.0747, 0.0888], [-0.4948, 0.5625, -0.1049], [-2.5256, 4.7153, -1.5164], [-1.8399, -1.5391, 5.0802], [-3.4205, 4.9083, -2.1081], [-2.9671, -7.9986, 0.1509], [-3.7916, 1.5752, -0.1272], [4.1612, 2.6466, 0.4192], [1.1554, 3.8499, -5.3839], [2.4588, 2.1796, -4.8131], [-0.3814, 1.0864, -4.9326], [-0.9721, -7.7175, 1.4976], [-3.2173, 0.5651, -1.8400], [-2.0788, 4.0336, 1.4867], [-7.0126, 2.1820, 1.3393], [2.2755, 3.2178, -4.5363], [-6.0661, 1.7183, 2.4063], [-0.2263, -1.5275, 3.3270], [-6.4016, 2.6100, 0.5445], [3.9342, 4.6700, 1.5823], [-0.0645, -7.0626, 0.1104], [2.9010, -1.1810, 3.2801], [0.6023, 6.3839, 1.9892], [1.3323, -1.1170, -0.4332], [4.8938, 2.2346, -0.6375], [-3.5192, -3.0930, -8.7365], [-3.3758, 2.9891, -3.1340], [2.7388, -0.0503, -0.2643], [1.9331, -4.1370, -2.2942], [1.5235, -5.9047, 3.1587], [7.7341, 2.0120, 0.0522], [0.8890, 1.6240, 0.9329], [7.3976, 0.2978, 0.6026], [3.0657, 2.6416, 7.0792], [7.0107, 1.3071, 0.4621], [3.9434, 1.8761, 1.3641], [-3.4844, 4.0437, -3.3873], [1.7389, -0.2655, 0.1125], [3.7931, 0.3069, 3.5020], [1.8899, 4.5755, -6.7917], [-0.5948, -0.4848, -3.4865], [-5.5007, 0.1422, 1.8939], [-2.1305, -1.2962, -6.4152], [-3.5289, 5.9382, -2.4482], [-1.6212, -3.4679, 1.1426], [2.5412, 2.2665, 6.2004], [-3.9280, -5.8565, 1.3623], [0.3565, 4.0565, 1.5673], [5.2328, 0.2258, -0.1754], [1.7296, -6.8801, 2.7180], [0.8569, 0.9445, 0.0811], [-3.7004, -3.1454, -6.9807], [-1.7293, -1.4165, -8.4521], [1.2998, 1.5637, -0.6990], [1.0399, 1.6581, 6.8715], [-3.0456, -0.5561, 2.7424], [-1.3116, -2.8785, -7.5005], [2.3307, 4.0160, 0.2553], [0.5653, 4.5622, -4.8073], [0.2242, -1.3382, -6.1474], [-0.9413, -0.9868, -5.7708], [-2.8207, -3.2746, -0.5743], [-3.1216, -5.2852, 0.6170], [-1.2704, 2.6448, -0.8296], [-2.8188, 0.7651, -0.5865], [-0.3286, -8.7229, 0.2164], [3.8603, -0.9034, 5.4582], [-3.4330, 0.3371, 4.1535], [3.3026, -5.0407, 2.2955], [1.6031, -4.7333, 1.1051], [1.8590, -5.9856, 4.1926], [-1.1205, 0.0672, -4.6173], [-3.7586, -3.1403, 1.3993], [-2.8371, -3.7353, 0.6616], [-2.1458, -7.4238, -0.2771], [-7.6727, 1.3863, 0.9940], [5.0210, -1.4866, 2.9861], [-2.6524, 6.3075, 1.4836], [3.8365, -0.7707, 3.6603], [-0.8289, -7.7759, 0.4186], [-1.6199, 4.9509, 1.8556], [-2.1257, -7.8679, -1.2724], [0.5114, -3.0623, -1.2306], [-1.5119, -0.7924, 4.3570], [-1.4445, 1.4520, -0.5093], [-3.4568, -2.4996, -7.8243], [1.7010, 3.1471, -2.8211], [2.9585, 1.3158, 5.8685], [3.3229, 3.5909, 4.6193], [-2.8553, -0.3756, 0.1355], [1.7553, 4.1292, 5.4209], [-1.9077, 1.4758, 2.8206], [-8.1265, 3.4319, 1.8827], [0.4671, -5.6423, 3.1009], [4.0792, 4.7285, -0.6840], [1.5647, 2.5267, 3.6782], [4.8833, -1.3143, 1.9186], [2.3866, 3.3018, 5.0968], [1.8806, -0.5526, 1.1544], [0.5649, 3.0743, -5.8715], [3.1871, -3.3776, 0.1595], [3.6298, 4.0972, 0.3997], [-2.1301, 4.4686, -4.4543], [-2.3891, 0.4179, -4.4850], [0.4329, -5.2399, -1.2043], [1.2328, -4.1433, -1.1786], [3.1848, 3.8071, -4.6549], [6.1882, 0.7998, -1.4489], [-5.2830, 2.4305, 2.6661], [6.6188, 1.7402, 1.3823], [-0.9729, -0.1384, 5.0425], [-4.4533, 3.9661, -3.8805], [6.5017, -0.4747, 3.4574], [5.8082, 1.1024, -0.4732], [-0.2195, 4.9346, 1.2752], [-2.0346, -2.0745, -7.6385], [-2.5857, 0.0191, 3.5460], [2.2451, -4.7930, 2.3878], [-1.5986, 4.7866, 2.9329]], "multiplicity": 2, "lumo_energy_ha": [-0.079, -0.367], "total_charge": 1, "gap_ev": [10.14, 2.31], "homo_ev": [-12.3, -12.3], "total_energy_ha": -10020.054405}